a.
Molecular formula: C4H12N2O2
Method: DFT, ωB97M-V with the def2-TZVPD basis set

ORCA input file:
```
! wB97M-V def2-TZVPD RIJCOSX def2/J DEFGRID3
* xyz 0 1
H -1.7173 -0.8675 1.7775
C 1.0653 -1.3748 0.0862
H 1.5369 -0.6936 -2.6766
O 1.1707 -2.3484 -0.6212
H -0.0753 -0.7652 -2.1713
N 0.6203 -1.3120 1.3787
H 0.2771 -2.1603 1.7836
H 0.5694 -0.4245 1.8670
H -2.9397 -0.2810 2.6255
C 0.7900 -0.1120 -2.1560
H -1.3114 1.3173 -0.9979
H -1.0461 2.5414 -0.0086
N 0.5442 1.1080 0.2409
H -1.4650 0.9700 0.8503
H 0.7346 0.8417 -2.7261
C 1.1023 0.0174 -0.6035
H 1.0135 1.9304 -0.1783
H 2.2079 0.2623 -0.5595
O -2.1735 -0.0755 2.0789
C -0.9037 1.4262 0.0103
*
```

Calculated values
HOMO level: -0.3429 Eh
structure (SMILES): CN[C@H](C)C(N)=O.O

b.
Molecular formula: C4H12N2O2
Method: DFT, ωB97M-V with the def2-TZVPD basis set

ORCA input file:
```
! wB97M-V def2-TZVPD RIJCOSX def2/J DEFGRID3
* xyz 0 1
C 0.9679 -1.4301 -0.1920
N 0.5718 1.6249 0.9382
H 2.4663 0.6243 0.6453
H 1.2472 0.9072 2.6294
C 0.9093 -0.0358 -0.6999
H 0.3242 -2.1129 -0.7483
C 1.6146 1.0221 0.0682
H -0.7909 1.2656 0.0215
H -1.7039 -0.0718 -2.3527
H -3.0030 -0.0101 0.3344
N -1.1385 0.3908 -0.5731
H 0.8022 0.1039 -1.7695
O -1.7833 0.7247 -1.8087
O 0.4371 0.7745 2.1120
C -2.0010 -0.4421 0.2595
H -2.0760 -1.4561 -0.1397
H 2.0033 -1.7888 -0.2685
H 1.9860 1.8159 -0.5831
H -1.5533 -0.4753 1.2528
H 0.7199 -1.4310 0.8741
*
```

Calculated values
HOMO level (alpha / beta): -0.2442 / -0.2441 Eh

c.
Molecular formula: C4H12N2O2
Method: DFT, ωB97M-V with the def2-TZVPD basis set

ORCA input file:
```
! wB97M-V def2-TZVPD RIJCOSX def2/J DEFGRID3
* xyz 0 1
C 0.8051 -1.3629 -0.7171
N -1.1971 -1.1411 0.7656
C -0.6465 -1.6622 -0.3903
H 0.3916 0.0303 1.3229
H 0.9103 -0.2750 -0.6829
C -0.6573 -0.0817 1.5791
H 1.5493 -1.7618 -0.0305
H -1.3466 1.9498 2.2098
H 0.9017 -2.6955 -2.2376
H 0.5098 -1.2437 -2.6816
H -2.1943 -1.2746 0.6490
N 1.1435 -1.7664 -2.0922
H 2.1473 3.5887 -1.5160
O 2.3156 2.9864 -0.7957
H -2.4273 1.0132 1.1202
H 2.2005 3.4231 0.0536
H -1.0192 1.7867 0.5239
O -1.3498 -2.3681 -1.0896
H -0.6419 -0.3866 2.6139
C -1.3947 1.2414 1.3956
*
```

Calculated values
HOMO level: -0.3456 Eh
structure (SMILES): CCNC(=O)CN.O

c is favored, and the nearest alternative lies 0.759 eV above it.

a.
Molecular formula: C4H12N2O2
Method: DFT, ωB97M-V with the def2-TZVPD basis set

ORCA input file:
```
! wB97M-V def2-TZVPD RIJCOSX def2/J DEFGRID3
* xyz 0 1
H -1.5099 1.4516 -2.2356
H 3.2687 0.6904 1.0687
C -0.6289 -0.0243 0.2047
H 2.5725 -0.8896 -0.6309
H -1.0341 0.6286 2.0973
H 0.6284 1.0796 -1.1488
H -2.5692 1.2570 -0.8333
H -1.3240 -1.8426 -0.3193
C 1.9380 -0.4330 0.1412
N -1.1523 -1.2663 0.4912
C 0.2761 0.0946 -0.8925
N -0.5105 0.8366 1.2609
H 0.2909 -0.6654 -1.6543
O 1.9673 -1.3228 1.2317
H 0.2628 1.4924 1.2101
C -1.8499 0.7490 -1.4761
H -2.3067 -0.1261 -1.9417
O 2.4588 0.8285 0.5548
H 1.1344 -1.2443 1.7165
H -1.9125 -1.2940 1.1552
*
```

Calculated values
HOMO level (alpha / beta): -0.2332 / -0.2332 Eh

b.
Molecular formula: C4H12N2O2
Method: DFT, ωB97M-V with the def2-TZVPD basis set

ORCA input file:
```
! wB97M-V def2-TZVPD RIJCOSX def2/J DEFGRID3
* xyz 0 1
N -1.3084 -0.1606 1.6707
H -1.0525 0.7016 1.1686
H 1.6085 -0.0120 -2.0249
H -1.0314 -0.2191 2.6416
C -1.1236 -1.3072 0.9564
C -0.5832 2.8625 -1.1097
O 0.4959 0.6550 -0.4255
N -0.5664 1.9177 -0.2937
H 1.5849 -1.2756 0.0895
O -1.5984 -2.3978 1.6340
H 1.4944 1.6898 -2.0678
C 0.7220 -1.7655 0.5153
H -1.3446 3.6386 -1.0069
H 0.5778 -2.6560 -0.1007
C 1.5360 0.8548 -1.3606
H -1.4909 -3.1858 1.0916
H -1.4397 -1.2066 -0.0803
H 0.0423 2.9266 -2.0082
H 0.9917 -2.0332 1.5375
H 2.4857 0.9728 -0.8268
*
```

Calculated values
HOMO level: -0.2736 Eh

a is favored, and the nearest alternative lies 1.181 eV above it.

a.
Molecular formula: C4H12N2O2
Method: DFT, ωB97M-V with the def2-TZVPD basis set

ORCA input file:
```
! wB97M-V def2-TZVPD RIJCOSX def2/J DEFGRID3
* xyz 0 1
H 0.0780 0.9905 0.1951
H 2.0510 -1.7825 -0.0146
O -0.4270 -1.7249 -0.0920
H 1.4331 2.7211 -1.8321
C 0.2915 -1.7040 1.1225
C -2.2052 1.4084 -0.6180
N 1.6547 -1.8080 0.9131
H -2.2385 2.1242 0.2039
H -3.0545 1.6451 -1.2875
H 2.2700 -1.5993 1.6862
N 0.1973 1.7559 -0.4649
C -0.8993 1.5697 -1.3733
H -0.7553 0.7116 -2.0200
H -2.1901 0.4086 -0.2281
O -0.2665 -1.6064 2.2085
H -1.0138 2.4493 -1.9921
C 1.4959 1.8577 -1.1461
H 2.2281 2.1155 -0.3988
H 1.8233 0.9446 -1.6962
H -0.1445 -2.5041 -0.5964
*
```

Calculated values
HOMO level: -0.3196 Eh
structure (SMILES): NC(=O)O.CCNC

b.
Molecular formula: C4H12N2O2
Method: DFT, ωB97M-V with the def2-TZVPD basis set

ORCA input file:
```
! wB97M-V def2-TZVPD RIJCOSX def2/J DEFGRID3
* xyz 0 1
H -0.0107 0.7349 -1.5230
N 1.4703 -0.3723 0.0966
H -1.3824 1.8697 -1.4490
C 0.3608 -1.1774 0.5869
H -1.0482 -2.3505 -0.2547
H -0.5151 3.0331 0.7271
H -1.6502 0.1287 -1.4235
H 0.9583 2.0625 0.4697
H 0.0781 1.9938 2.0264
H 1.9674 0.0321 0.8830
C -0.9918 0.9186 -1.0910
H 0.8939 -2.8170 -1.8686
O 0.7062 -2.9732 -0.9261
H -1.9099 1.0520 0.8391
N -0.1845 -1.9050 -0.5692
C -0.0319 2.0814 0.9432
H 0.6845 -1.9029 1.3717
H 2.1164 -0.9594 -0.4207
O -0.6077 -0.3997 1.1634
C -0.9036 0.9504 0.4189
*
```

Calculated values
HOMO level: -0.3382 Eh
structure (SMILES): CC(C)O[C@H](N)NO

a is favored, and the nearest alternative lies 2.003 eV above it.

a.
Molecular formula: C4H14N4O
Method: DFT, ωB97M-V with the def2-TZVPD basis set

ORCA input file:
```
! wB97M-V def2-TZVPD RIJCOSX def2/J DEFGRID3
* xyz 0 1
N -0.8845 0.0694 -0.8060
O -0.9043 0.1341 1.9566
H 1.9003 -1.3011 2.3452
H 0.0785 -0.6294 -0.5630
H -0.2668 2.4243 1.4719
C -0.1501 0.4772 1.0506
H -0.8527 0.3390 -2.8908
H 0.3452 1.2698 -2.0097
H 0.6205 2.0816 0.0668
C -0.6861 0.9152 -1.9753
H -1.3693 1.7730 -1.9719
N 2.1081 0.0240 -0.0515
C 1.2416 -1.6424 1.5404
H -2.3495 -1.0497 0.1785
C -2.2084 -0.5376 -0.7728
H 1.7092 -2.4724 1.0037
H -2.9992 0.2151 -0.8702
N 0.3546 1.7856 0.9958
H 0.3012 -1.9837 1.9721
N 0.9817 -0.5559 0.6074
H 2.7615 -0.7136 -0.3070
H -2.3081 -1.2580 -1.5903
H 2.5767 0.6355 0.6195
*
```

Calculated values
HOMO level: -0.3046 Eh
structure (SMILES): CN(N)C(N)=O.CNC

b.
Molecular formula: C4H14N4O
Method: DFT, ωB97M-V with the def2-TZVPD basis set

ORCA input file:
```
! wB97M-V def2-TZVPD RIJCOSX def2/J DEFGRID3
* xyz 0 1
H 1.7922 0.1738 -1.2205
N -0.9637 0.1505 -1.9548
H -1.6815 2.1787 0.2585
H 2.4043 -1.6738 2.2344
H 0.0489 -1.8873 -0.9721
C -0.9360 -0.2652 -0.5923
H 2.2512 1.5063 -0.1145
O 0.3603 0.7791 0.1550
N -1.9971 0.2243 0.2425
H -2.7235 -0.4790 0.3240
H -1.5782 0.9478 -2.0809
H 1.1244 1.8046 -1.4536
H 1.3796 -2.4087 0.9785
H 1.2747 0.4745 2.0059
H -3.2491 1.7636 0.4271
N -0.5758 -1.5084 -0.2627
H -0.0759 -0.7169 2.0107
C 0.8527 -0.4167 1.5497
N -2.4101 1.5688 -0.1132
C 1.8592 -1.4878 1.3004
H -1.1925 -0.6141 -2.5726
C 1.4376 1.0741 -0.7060
H 2.5983 -1.1881 0.5562
*
```

Calculated values
HOMO level: -0.2788 Eh

a is favored, and the nearest alternative lies 2.002 eV above it.